Record 1
{"formula": "C80H181F2NO5P5S2", "method": "the ωB97M-V functional and the def2-TZVPD basis", "e_tot_ev": -171147.4450, "homo_lumo_gap_ev": 6.02, "e_homo_ev": -11.66, "lumo_ev": -5.635, "total_charge": 3, "symbols": ["O", "H", "C", "C", "C", "C", "P", "C", "C", "C", "C", "C", "C", "C", "C", "C", "C", "C", "C", "H", "H", "H", "H", "H", "H", "H", "H", "H", "H", "H", "H", "H", "H", "H", "H", "H", "H", "H", "H", "H", "H", "H", "H", "H", "H", "H", "H", "H", "H", "H", "H", "H", "H", "H", "H", "C", "C", "C", "C", "P", "C", "C", "C", "C", "C", "C", "C", "C", "C", "C", "C", "C", "H", "H", "H", "H", "H", "H", "H", "H", "H", "H", "H", "H", "H", "H", "H", "H", "H", "H", "H", "H", "H", "H", "H", "H", "H", "H", "H", "H", "H", "H", "H", "H", "H", "H", "H", "H", "C", "C", "C", "C", "P", "C", "C", "C", "C", "C", "C", "C", "C", "C", "C", "C", "C", "H", "H", "H", "H", "H", "H", "H", "H", "H", "H", "H", "H", "H", "H", "H", "H", "H", "H", "H", "H", "H", "H", "H", "H", "H", "H", "H", "H", "H", "H", "H", "H", "H", "H", "H", "H", "C", "C", "C", "C", "P", "C", "C", "C", "C", "C", "C", "C", "C", "C", "C", "C", "C", "H", "H", "H", "H", "H", "H", "H", "H", "H", "H", "H", "H", "H", "H", "H", "H", "H", "H", "H", "H", "H", "H", "H", "H", "H", "H", "H", "H", "H", "H", "H", "H", "H", "H", "H", "H", "C", "C", "C", "C", "P", "C", "C", "C", "C", "C", "C", "C", "C", "C", "C", "C", "C", "H", "H", "H", "H", "H", "H", "H", "H", "H", "H", "H", "H", "H", "H", "H", "H", "H", "H", "H", "H", "H", "H", "H", "H", "H", "H", "H", "H", "H", "H", "H", "H", "H", "H", "H", "H", "N", "S", "O", "O", "F", "S", "O", "O", "F"], "coordinates": [[-0.173, 0.064, 2.897], [-0.158, -0.652, 3.561], [1.368, 2.353, -0.452], [0.914, 3.651, 0.187], [1.969, 4.782, 0.145], [2.337, 5.392, -1.220], [3.323, 6.997, -1.146], [4.957, 6.644, -0.259], [4.851, 5.940, 1.138], [6.067, 6.138, 2.022], [7.433, 6.054, 1.258], [3.510, 7.757, -2.817], [2.290, 7.651, -3.745], [2.674, 8.103, -5.219], [1.406, 8.047, -6.174], [2.320, 8.302, -0.111], [0.896, 8.712, -0.607], [-0.066, 8.928, 0.597], [-1.334, 9.748, 0.213], [0.576, 1.608, -0.365], [2.174, 1.801, 0.031], [1.687, 2.454, -1.489], [0.741, 3.436, 1.242], [-0.033, 4.027, -0.198], [2.843, 4.351, 0.633], [1.618, 5.616, 0.752], [1.364, 5.631, -1.650], [2.820, 4.657, -1.863], [5.362, 7.647, -0.124], [5.655, 6.112, -0.905], [4.742, 4.861, 1.029], [3.943, 6.291, 1.629], [5.911, 5.417, 2.824], [6.078, 7.099, 2.536], [8.261, 5.925, 1.955], [7.616, 6.914, 0.613], [7.321, 5.229, 0.554], [4.439, 7.378, -3.243], [3.722, 8.812, -2.641], [1.489, 8.243, -3.303], [1.749, 6.706, -3.794], [3.510, 7.559, -5.658], [3.018, 9.137, -5.201], [1.533, 8.360, -7.210], [0.548, 8.598, -5.787], [1.074, 7.010, -6.128], [2.976, 9.166, -0.011], [2.286, 7.970, 0.927], [0.422, 7.961, -1.239], [0.983, 9.553, -1.295], [0.354, 9.313, 1.527], [-0.416, 7.930, 0.861], [-2.148, 9.615, 0.925], [-1.735, 9.380, -0.732], [-1.168, 10.811, 0.034], [-2.538, -0.411, -6.140], [-1.227, 0.113, -5.590], [-0.146, -0.967, -5.467], [1.298, -0.395, -5.344], [2.648, -1.577, -5.281], [2.348, -2.948, -6.463], [3.460, -4.061, -6.347], [2.978, -5.389, -6.928], [2.400, -5.283, -8.354], [4.259, -0.619, -5.433], [5.521, -1.486, -5.381], [6.812, -0.651, -5.164], [8.072, -1.448, -5.445], [2.505, -2.416, -3.648], [2.531, -1.567, -2.350], [2.074, -2.365, -1.085], [1.823, -1.452, 0.102], [-2.915, -1.188, -5.474], [-2.318, -0.795, -7.136], [-3.315, 0.339, -6.287], [-1.410, 0.547, -4.607], [-0.939, 0.964, -6.206], [-0.243, -1.658, -6.304], [-0.215, -1.609, -4.588], [1.466, 0.262, -4.491], [1.523, 0.208, -6.224], [2.310, -2.582, -7.489], [1.361, -3.334, -6.207], [3.820, -4.260, -5.338], [4.350, -3.817, -6.928], [2.233, -5.860, -6.287], [3.854, -6.036, -6.876], [1.384, -4.888, -8.316], [2.293, -6.279, -8.783], [2.963, -4.644, -9.033], [4.219, 0.148, -4.659], [4.170, -0.011, -6.333], [5.627, -2.183, -6.211], [5.449, -2.076, -4.467], [6.961, -0.270, -4.153], [6.924, 0.254, -5.761], [9.021, -1.064, -5.070], [8.212, -1.562, -6.520], [8.013, -2.495, -5.149], [3.215, -3.243, -3.654], [1.553, -2.923, -3.805], [1.831, -0.732, -2.339], [3.503, -1.120, -2.139], [2.703, -3.238, -0.906], [1.107, -2.828, -1.286], [1.161, -2.014, 0.760], [1.244, -0.567, -0.162], [2.744, -1.080, 0.550], [-1.803, -1.850, -1.775], [-1.681, -0.346, -1.681], [-2.593, 0.330, -0.599], [-2.471, -0.243, 0.844], [-3.106, 0.722, 2.218], [-4.886, 1.118, 1.685], [-5.803, 1.484, 2.884], [-6.920, 2.459, 2.577], [-8.175, 2.289, 3.506], [-3.180, -0.203, 3.816], [-3.963, -1.516, 3.838], [-4.337, -1.988, 5.261], [-5.439, -1.127, 5.864], [-2.334, 2.404, 2.387], [-2.803, 3.421, 3.487], [-1.756, 4.552, 3.687], [-1.727, 5.558, 2.498], [-1.716, -2.119, -2.827], [-2.810, -2.121, -1.458], [-1.262, -2.426, -1.024], [-1.953, 0.252, -2.550], [-0.683, 0.028, -1.453], [-3.612, 0.147, -0.939], [-2.373, 1.398, -0.583], [-1.404, -0.427, 0.970], [-2.900, -1.227, 1.032], [-5.355, 0.377, 1.039], [-4.862, 1.983, 1.022], [-5.281, 1.934, 3.729], [-6.124, 0.573, 3.389], [-7.168, 2.532, 1.518], [-6.509, 3.443, 2.802], [-7.858, 2.495, 4.529], [-8.647, 1.312, 3.404], [-8.932, 3.015, 3.211], [-3.534, 0.533, 4.538], [-2.179, -0.134, 4.242], [-3.335, -2.267, 3.358], [-4.773, -1.345, 3.129], [-3.436, -1.880, 5.864], [-4.518, -3.056, 5.385], [-5.566, -1.301, 6.933], [-6.373, -1.404, 5.375], [-5.337, -0.042, 5.876], [-2.401, 2.887, 1.412], [-1.274, 2.197, 2.534], [-3.168, 3.060, 4.448], [-3.674, 3.833, 2.977], [-0.823, 4.067, 3.975], [-2.006, 5.122, 4.582], [-2.693, 6.008, 2.269], [-1.323, 4.959, 1.681], [-1.088, 6.437, 2.566], [-9.181, -5.664, -3.616], [-8.443, -6.889, -4.151], [-6.937, -6.595, -4.154], [-6.397, -6.316, -2.705], [-4.563, -6.204, -2.488], [-3.725, -7.808, -2.793], [-3.385, -8.105, -4.264], [-2.963, -9.574, -4.344], [-2.392, -9.962, -5.761], [-4.078, -5.091, -3.856], [-4.425, -3.599, -3.766], [-5.781, -3.359, -4.460], [-6.121, -1.865, -4.634], [-4.059, -5.459, -0.845], [-2.532, -5.312, -0.609], [-2.330, -4.729, 0.812], [-0.875, -4.752, 1.258], [-10.195, -6.050, -3.518], [-9.163, -4.802, -4.282], [-8.813, -5.407, -2.623], [-8.763, -7.008, -5.186], [-8.624, -7.796, -3.574], [-6.798, -5.758, -4.837], [-6.306, -7.435, -4.448], [-6.735, -7.022, -1.947], [-6.671, -5.362, -2.255], [-4.334, -8.650, -2.465], [-2.839, -7.805, -2.158], [-2.500, -7.527, -4.529], [-4.126, -7.963, -5.051], [-3.830, -10.226, -4.235], [-2.179, -9.897, -3.658], [-1.985, -10.970, -5.834], [-1.744, -9.173, -6.142], [-3.157, -9.888, -6.534], [-4.329, -5.535, -4.820], [-3.030, -5.196, -3.576], [-3.532, -3.176, -4.225], [-4.373, -3.256, -2.732], [-6.582, -3.721, -3.816], [-5.689, -3.865, -5.421], [-7.130, -1.858, -5.044], [-5.479, -1.526, -5.448], [-6.031, -1.291, -3.712], [-4.578, -6.055, -0.094], [-4.660, -4.566, -0.675], [-2.012, -4.632, -1.283], [-2.016, -6.267, -0.714], [-2.812, -5.387, 1.536], [-2.691, -3.703, 0.886], [-0.251, -4.352, 0.459], [-0.491, -5.710, 1.608], [-0.716, -4.151, 2.154], [2.949, -4.439, 2.640], [2.251, -3.660, 3.769], [2.823, -2.212, 3.892], [2.035, -1.198, 4.735], [2.423, 0.604, 4.633], [3.814, 0.722, 5.757], [4.454, 2.078, 5.972], [5.796, 2.077, 6.719], [6.992, 1.331, 6.144], [2.890, 1.080, 2.923], [4.362, 0.858, 2.478], [4.973, 2.174, 2.114], [6.529, 2.089, 2.033], [1.112, 1.667, 5.283], [0.349, 1.128, 6.476], [-0.919, 1.919, 6.682], [-0.699, 3.326, 7.101], [3.117, -3.750, 1.812], [2.324, -5.286, 2.354], [3.942, -4.744, 2.968], [2.370, -4.148, 4.736], [1.167, -3.611, 3.665], [2.970, -1.817, 2.887], [3.874, -2.095, 4.154], [2.119, -1.540, 5.767], [0.966, -1.244, 4.526], [4.652, 0.039, 5.617], [3.330, 0.432, 6.690], [3.763, 2.776, 6.446], [4.579, 2.574, 5.010], [5.659, 1.717, 7.738], [6.019, 3.121, 6.935], [6.911, 0.249, 6.245], [7.879, 1.745, 6.623], [7.203, 1.477, 5.085], [2.506, 2.097, 2.853], [2.273, 0.448, 2.284], [4.548, 0.172, 1.652], [4.912, 0.349, 3.269], [4.776, 2.969, 2.834], [4.570, 2.488, 1.151], [6.888, 1.982, 1.009], [6.900, 1.275, 2.656], [7.009, 2.931, 2.531], [0.378, 1.797, 4.487], [1.390, 2.717, 5.365], [1.027, 1.162, 7.329], [0.076, 0.081, 6.347], [-1.330, 1.397, 7.546], [-1.539, 1.856, 5.787], [-0.073, 3.434, 7.987], [-1.608, 3.820, 7.443], [-0.234, 3.937, 6.327], [-0.479, -2.110, 10.525], [-0.545, -2.468, 9.129], [-1.099, -3.795, 8.818], [0.504, -1.969, 8.268], [-1.650, -1.433, 8.665], [0.913, -2.940, 10.957], [1.908, -2.083, 11.638], [1.454, -4.085, 10.144], [0.248, -3.743, 12.196]], "lowdin_charge": [-0.430, -0.106, -0.092, -0.238, -0.243, -0.243, 1.111, -0.233, -0.253, -0.240, -0.081, -0.272, -0.241, -0.212, -0.091, -0.220, -0.232, -0.240, -0.090, 0.049, 0.062, 0.071, 0.099, 0.104, 0.078, 0.099, 0.082, 0.094, 0.094, 0.092, 0.076, 0.099, 0.098, 0.110, 0.083, 0.070, 0.063, 0.095, 0.105, 0.091, 0.096, 0.103, 0.102, 0.074, 0.069, 0.058, 0.095, 0.073, 0.093, 0.110, 0.111, 0.078, 0.073, 0.068, 0.078, -0.096, -0.259, -0.219, -0.275, 1.033, -0.237, -0.241, -0.256, -0.095, -0.236, -0.231, -0.260, -0.118, -0.251, -0.205, -0.246, -0.099, 0.051, 0.083, 0.086, 0.085, 0.116, 0.105, 0.085, 0.093, 0.101, 0.106, 0.090, 0.095, 0.105, 0.108, 0.114, 0.065, 0.081, 0.081, 0.097, 0.099, 0.104, 0.108, 0.107, 0.110, 0.083, 0.077, 0.076, 0.086, 0.088, 0.086, 0.114, 0.113, 0.080, 0.074, 0.043, 0.063, -0.087, -0.239, -0.210, -0.286, 1.081, -0.234, -0.272, -0.253, -0.079, -0.269, -0.226, -0.220, -0.104, -0.248, -0.211, -0.230, -0.085, 0.060, 0.061, 0.060, 0.090, 0.074, 0.101, 0.100, 0.062, 0.078, 0.091, 0.084, 0.090, 0.094, 0.103, 0.099, 0.076, 0.072, 0.071, 0.076, 0.072, 0.095, 0.092, 0.109, 0.116, 0.081, 0.075, 0.064, 0.078, 0.053, 0.100, 0.095, 0.085, 0.105, 0.083, 0.038, 0.056, -0.097, -0.242, -0.220, -0.264, 1.050, -0.250, -0.262, -0.250, -0.094, -0.275, -0.227, -0.250, -0.079, -0.239, -0.223, -0.254, -0.100, 0.084, 0.082, 0.063, 0.117, 0.117, 0.089, 0.094, 0.103, 0.070, 0.107, 0.090, 0.107, 0.111, 0.112, 0.112, 0.079, 0.063, 0.068, 0.101, 0.078, 0.092, 0.090, 0.092, 0.114, 0.079, 0.062, 0.079, 0.103, 0.093, 0.087, 0.108, 0.119, 0.091, 0.058, 0.086, 0.068, -0.089, -0.216, -0.224, -0.244, 1.063, -0.276, -0.244, -0.244, -0.095, -0.246, -0.244, -0.279, -0.077, -0.285, -0.234, -0.256, -0.109, 0.046, 0.067, 0.080, 0.117, 0.090, 0.066, 0.110, 0.107, 0.055, 0.099, 0.109, 0.109, 0.086, 0.117, 0.108, 0.075, 0.081, 0.050, 0.082, 0.047, 0.110, 0.096, 0.086, 0.088, 0.072, 0.062, 0.062, 0.060, 0.095, 0.126, 0.103, 0.122, 0.091, 0.090, 0.083, 0.054, -0.270, 0.350, -0.312, -0.349, -0.217, 0.656, -0.309, -0.316, -0.204]}

Record 2
{"formula": "C9H13N2", "method": "the ωB97M-V functional and the def2-TZVPD basis", "e_tot_ev": -12511.0974, "homo_lumo_gap_ev": [8.34, 8.34], "de_lowest_kcal_mol": 150.41, "e_homo_ev": [-13.47, -13.47], "lumo_ev": [-5.129, -5.128], "total_charge": 1, "symbols": ["C", "C", "C", "C", "C", "C", "C", "C", "C", "N", "N", "H", "H", "H", "H", "H", "H", "H", "H", "H", "H", "H", "H", "H"], "coordinates": [[2.659, -1.624, 0.190], [3.381, -0.590, 0.088], [1.394, -1.943, 0.207], [3.097, 0.664, 0.020], [0.568, -0.714, -0.126], [3.643, 1.955, -0.261], [-2.453, 0.179, 1.480], [-2.988, -0.429, -1.007], [-1.919, -0.063, 0.034], [1.037, 0.488, -0.259], [-0.785, -0.972, -0.165], [0.790, -2.885, 0.448], [3.014, 2.393, -1.172], [4.640, 1.708, -0.352], [3.370, 2.609, 0.490], [-1.759, 0.854, 1.926], [-3.437, 0.588, 1.311], [-2.394, -0.688, 1.979], [-3.919, 0.094, -1.085], [-3.285, -1.415, -0.726], [-2.661, -0.480, -2.087], [-1.462, 0.822, -0.417], [0.649, 1.287, -0.692], [-1.179, -1.839, 0.175]], "nbo_charge": [0.271, -0.116, -0.313, 0.371, 0.486, -0.699, -0.602, -0.627, -0.032, -0.623, -0.554, 0.287, 0.269, 0.282, 0.261, 0.221, 0.239, 0.207, 0.241, 0.200, 0.230, 0.178, 0.423, 0.399]}